--- w ---
Entry from the Open Molecules 2025 dataset: a 2-piece molecular cluster, C5H14N4 overall (the ωB97M-V functional and the def2-TZVPD basis).

```
! wB97M-V def2-TZVPD RIJCOSX def2/J DEFGRID3
* xyz 2 1
C -1.206 -1.249 -0.265
C -2.418 -2.172 -0.316
C 4.380 0.961 0.528
C -3.097 1.856 0.532
C 3.034 0.389 0.527
N -1.772 -0.107 0.392
N 0.039 -1.387 -0.466
N -2.301 0.886 -0.239
N 2.312 -0.074 -0.460
H -2.299 -2.727 -1.290
H -3.402 -1.601 -0.333
H -2.243 -2.946 0.424
H 4.689 1.535 1.389
H 5.115 0.129 0.255
H 4.363 1.471 -0.429
H -3.857 2.242 -0.135
H -3.415 1.256 1.416
H -2.399 2.706 0.798
H 2.852 -0.075 -1.265
H 2.463 0.459 1.421
H 0.242 -2.249 -0.880
H -2.449 1.148 -1.208
H 1.367 -0.452 -0.397
*
```

Computed properties:
lowest unoccupied orbital energy: -0.355 hartree
HOMO level: -19.2 eV
frontier orbital gap: 9.54 eV

Results of the Löwdin charge analysis, in e, for atoms 1 through 8: -0.35, 0.03, 0.01, 0.04, -0.07, 0.22, 0.19, 0.05


--- x ---
Entry from the Open Molecules 2025 dataset: C5H14N4 as an isolated structure (the ωB97M-V functional and the def2-TZVPD basis).

```
! wB97M-V def2-TZVPD RIJCOSX def2/J DEFGRID3
* xyz 2 1
C 8.910 -3.029 -0.011
C -1.300 0.588 -0.268
C -2.365 -0.151 0.502
C -1.339 0.402 -1.809
C -2.329 -0.717 1.840
N 8.790 -3.191 -1.136
N 8.849 -2.611 1.185
N -1.944 1.654 0.442
N -3.032 2.336 -0.111
H -0.272 0.520 0.067
H -3.245 -0.080 -0.152
H -2.382 0.445 -2.154
H -0.893 -0.440 -2.260
H -0.754 1.208 -2.441
H -3.289 -0.786 2.335
H -1.672 -0.132 2.391
H -2.071 -1.788 1.823
H 9.049 -3.753 -2.023
H 9.114 -1.693 1.318
H 8.452 -3.105 1.961
H -3.873 1.745 -0.267
H -2.910 2.594 -1.060
H -3.240 3.149 0.443
*
```

Computed properties:
lowest unoccupied orbital energy: -0.219 hartree
HOMO level: -15.4 eV
frontier orbital gap: 9.44 eV

Results of the Löwdin charge analysis, in e, for atoms 1 through 8: -0.14, -0.37, -0.05, -0.04, -0.04, 0.35, 0.27, 0.01


Best to worst by energy: w, x.


--- w ---
Entry from the Open Molecules 2025 dataset: a 2-piece molecular cluster, C10H16S overall (the ωB97M-V functional and the def2-TZVPD basis).

```
! wB97M-V def2-TZVPD RIJCOSX def2/J DEFGRID3
* xyz 0 1
C -2.151 -1.657 -0.884
C -1.995 -0.266 -0.318
C -1.860 -0.178 1.083
C -1.868 1.044 1.739
C -1.763 2.185 0.962
C -1.737 2.110 -0.419
C -1.845 0.882 -1.058
H -1.326 -2.311 -0.613
H -2.222 -1.624 -1.971
H -3.050 -2.134 -0.487
H -2.093 -1.112 1.592
H -1.875 1.060 2.820
H -1.876 3.143 1.461
H -1.523 2.989 -1.013
H -1.936 0.843 -2.139
C 2.679 1.364 -0.633
C 1.721 0.185 -0.676
S 2.586 -1.412 -0.403
C 1.826 -1.982 1.193
H 2.079 2.263 -0.431
H 3.028 1.588 -1.644
H 3.511 1.303 0.057
H 0.916 0.230 0.064
H 1.145 0.198 -1.602
H 2.553 -2.631 1.661
H 1.683 -1.026 1.695
H 0.868 -2.492 1.122
*
```

Computed properties:
SMILES string: Cc1ccccc1.CCSC
lowest unoccupied orbital energy: 0.033 hartree
HOMO level: -8.3 eV
frontier orbital gap: 9.22 eV

Results of the Löwdin charge analysis, in e, for atoms 1 through 8: -0.05, -0.29, -0.07, -0.08, -0.11, -0.09, -0.07, 0.07


--- x ---
Entry from the Open Molecules 2025 dataset: a 2-piece molecular cluster, C10H16S overall (the ωB97M-V functional and the def2-TZVPD basis).

```
! wB97M-V def2-TZVPD RIJCOSX def2/J DEFGRID3
* xyz 0 1
C -1.739 -1.925 -1.326
C -0.415 -1.765 -1.997
C 0.514 -2.841 -2.081
C 1.772 -2.524 -2.524
C 2.179 -1.255 -2.977
C 1.289 -0.193 -2.878
C -0.002 -0.510 -2.423
H -1.576 -1.839 -0.243
H -2.217 -2.876 -1.520
H -2.332 -1.046 -1.578
H 0.113 -3.794 -1.767
H 2.582 -3.240 -2.427
H 3.240 -1.214 -3.182
H 1.581 0.828 -3.067
H -0.676 0.323 -2.247
C 0.897 1.522 3.085
C 0.588 2.737 2.197
S -1.111 2.723 1.523
C -2.210 1.801 2.684
H 0.722 1.749 4.135
H 1.933 1.174 3.108
H 0.312 0.668 2.754
H 0.655 3.629 2.807
H 1.209 2.802 1.309
H -1.896 2.171 3.655
H -3.197 2.172 2.417
H -2.217 0.724 2.561
*
```

Computed properties:
SMILES string: Cc1ccccc1.CCSC
lowest unoccupied orbital energy: 0.029 hartree
HOMO level: -8.4 eV
frontier orbital gap: 9.20 eV

Results of the Löwdin charge analysis, in e, for atoms 1 through 8: -0.06, -0.28, -0.04, -0.11, -0.10, -0.08, -0.07, 0.09


Best to worst by energy: w, x.


--- w ---
Entry from the Open Molecules 2025 dataset: C3H6FN3 in the gas phase (the ωB97M-V functional and the def2-TZVPD basis).

```
! wB97M-V def2-TZVPD RIJCOSX def2/J DEFGRID3
* xyz 0 1
N -0.685 1.808 -1.144
C -0.067 0.689 -0.594
N 1.167 0.320 -0.628
C 1.284 -0.710 0.267
C -0.078 -1.236 0.590
N -0.826 0.027 0.411
F -2.069 -0.309 -0.125
H 0.032 2.473 -1.086
H -1.438 2.034 -0.538
H 1.513 -0.240 1.266
H 2.015 -1.440 0.035
H -0.607 -2.017 -0.088
H -0.242 -1.399 1.634
*
```

Computed properties:
SMILES string: NC1=NCCN1F
lowest unoccupied orbital energy: 0.039 hartree
HOMO level: -9.4 eV
frontier orbital gap: 10.46 eV

Results of the Löwdin charge analysis, in e, for atoms 1 through 8: 0.15, -0.42, 0.10, -0.27, -0.13, -0.05, -0.04, 0.08


--- x ---
Entry from the Open Molecules 2025 dataset: C3H6FN3 in the gas phase (the ωB97M-V functional and the def2-TZVPD basis).

```
! wB97M-V def2-TZVPD RIJCOSX def2/J DEFGRID3
* xyz 0 1
H 1.262 2.474 1.963
N 0.695 1.657 1.657
C 0.997 1.259 0.474
N 0.294 0.247 -0.169
N 0.848 -0.141 -1.370
C -0.807 -0.434 0.428
C -1.441 -1.458 -0.144
F -2.565 -1.996 0.392
H 1.786 1.697 -0.167
H 1.204 -1.095 -1.215
H 0.069 -0.241 -2.085
H -1.174 0.036 1.314
H -1.168 -2.005 -1.078
*
```

Computed properties:
SMILES string: [H]/N=C/N(N)/C=C/F
lowest unoccupied orbital energy: 0.032 hartree
HOMO level: -8.5 eV
frontier orbital gap: 9.39 eV

Results of the Löwdin charge analysis, in e, for atoms 1 through 8: 0.05, 0.06, -0.27, -0.23, 0.04, -0.04, -0.15, -0.01


Best to worst by energy: x, w.


--- w ---
Entry from the Open Molecules 2025 dataset: C21H24N4O3 in the gas phase (the ωB97M-V functional and the def2-TZVPD basis).

```
! wB97M-V def2-TZVPD RIJCOSX def2/J DEFGRID3
* xyz 0 1
C -0.731 2.350 6.233
O -0.011 1.148 6.380
C 0.511 0.559 5.274
C 0.392 1.051 3.976
C 0.968 0.364 2.925
C 1.667 -0.818 3.146
C 2.260 -1.524 2.033
N 2.917 -2.652 2.127
O 3.284 -2.961 0.852
C 2.820 -1.979 0.067
C 3.001 -2.062 -1.413
N 1.750 -2.090 -2.146
C 0.904 -3.212 -1.772
C -0.264 -3.320 -2.746
C -1.075 -2.028 -2.733
C -0.135 -0.870 -3.079
O -0.779 0.379 -3.242
C -1.376 0.949 -2.098
C -2.103 2.213 -2.472
C -2.055 2.737 -3.758
C -2.747 3.906 -4.022
C -3.458 4.511 -2.998
C -3.440 3.907 -1.750
N -2.784 2.790 -1.489
C 1.018 -0.838 -2.067
N 2.182 -1.073 0.740
C 1.785 -1.311 4.447
C 1.215 -0.630 5.496
H -1.047 2.627 7.237
H -1.614 2.214 5.600
H -0.104 3.145 5.818
H -0.145 1.964 3.774
H 0.882 0.741 1.918
H 3.562 -2.974 -1.636
H 3.576 -1.196 -1.753
H 1.507 -4.122 -1.811
H 0.510 -3.102 -0.746
H -0.894 -4.166 -2.466
H 0.127 -3.496 -3.749
H -1.891 -2.072 -3.455
H -1.501 -1.881 -1.738
H 0.293 -1.058 -4.071
H -0.621 1.202 -1.339
H -2.098 0.264 -1.634
H -1.487 2.225 -4.517
H -2.731 4.340 -5.012
H -4.011 5.423 -3.161
H -3.978 4.333 -0.913
H 1.696 -0.020 -2.320
H 0.629 -0.666 -1.052
H 2.329 -2.228 4.611
H 1.295 -0.993 6.508
*
```

Computed properties:
SMILES string: COc1ccc(-c2noc(CN3CCC[C@@H](OCc4ccccn4)C3)n2)cc1
lowest unoccupied orbital energy: 0.028 hartree
HOMO level: -8.4 eV
frontier orbital gap: 9.18 eV

Results of the Löwdin charge analysis, in e, for atoms 1 through 8: -0.09, -0.08, -0.27, -0.01, -0.02, -0.17, -0.30, 0.13


--- x ---
Entry from the Open Molecules 2025 dataset: C21H24N4O3 in the gas phase (the ωB97M-V functional and the def2-TZVPD basis).

```
! wB97M-V def2-TZVPD RIJCOSX def2/J DEFGRID3
* xyz 0 1
O -1.690 -1.427 2.327
C -1.929 -1.663 1.155
C -0.989 -2.528 0.333
C -0.061 -1.626 -0.505
C 1.330 -2.211 -0.625
O 1.544 -3.218 -1.272
N 2.355 -1.537 -0.025
C 3.710 -1.831 -0.454
C 4.210 -0.610 -1.222
O 4.235 0.535 -0.396
C 3.257 0.623 0.551
C 3.262 1.763 1.348
C 2.326 1.922 2.350
C 1.389 0.928 2.583
C 1.385 -0.217 1.809
C 2.290 -0.370 0.763
N -3.030 -1.157 0.552
C -3.351 -1.184 -0.858
C -3.573 0.269 -1.341
N -2.819 1.191 -0.525
C -1.536 1.497 -0.889
C -0.720 2.362 -0.139
C 0.553 2.628 -0.592
C 0.997 2.054 -1.778
C 0.109 1.253 -2.467
N -1.112 0.975 -2.045
C -3.276 1.237 0.849
C -3.796 -0.155 1.264
H -0.394 -3.102 1.046
H -1.526 -3.236 -0.297
H -0.435 -1.540 -1.527
H -0.018 -0.624 -0.080
H 3.686 -2.716 -1.091
H 4.343 -2.014 0.420
H 5.234 -0.748 -1.578
H 3.550 -0.432 -2.083
H 4.017 2.509 1.158
H 2.337 2.814 2.958
H 0.669 1.026 3.379
H 0.680 -1.000 2.035
H -2.543 -1.639 -1.422
H -4.264 -1.774 -1.012
H -4.629 0.544 -1.266
H -3.244 0.378 -2.373
H -1.077 2.829 0.764
H 1.199 3.285 -0.028
H 1.991 2.241 -2.152
H 0.379 0.792 -3.410
H -4.069 1.987 0.959
H -2.445 1.506 1.501
H -3.658 -0.308 2.335
H -4.852 -0.281 1.014
*
```

Computed properties:
SMILES string: O=C(CCC(=O)N1CCOc2ccccc21)N1CCN(c2ccccn2)CC1
lowest unoccupied orbital energy: 0.029 hartree
HOMO level: -8.0 eV
frontier orbital gap: 8.81 eV

Results of the Löwdin charge analysis, in e, for atoms 1 through 8: 0.05, -0.46, -0.07, -0.09, -0.43, 0.07, 0.02, -0.09


Best to worst by energy: x, w.